(1)
Formula: HN3O3S
Source: the OMol25 dataset
Level of theory: the ωB97M-V functional and the def2-TZVPD basis

```
! RIJCOSX wB97M-V def2-TZVPD def2/J DEFGRID3
* xyz -2 1
N -2.595 2.651 -1.364
N -1.869 1.886 -1.824
N -1.094 1.118 -2.163
O 0.120 -1.668 0.552
O 1.203 -1.243 2.796
O 2.683 -0.838 0.847
S 1.305 -0.631 1.477
H 0.246 -1.274 -0.320
*
```

Summary:
Largest force on an atom = 3.25 eV/Å
Electronic energy = -788.7261 Ha
LUMO level = 6.5931 eV
HOMO energy = 0.0002 Eh
Relative energy (zero: lowest compared OMol25 entry of this formula, charge and spin) = 8.04 kcal/mol

(2)
Formula: C26H63F14N2O15PS
Source: the OMol25 dataset
Level of theory: the ωB97M-V functional and the def2-TZVPD basis

```
! RIJCOSX wB97M-V def2-TZVPD def2/J DEFGRID3
* xyz 0 1
N 2.605 -0.188 6.259
C 2.056 -0.196 4.875
C 1.654 -1.686 4.471
C 0.234 -1.843 3.754
C 0.274 -2.176 2.198
C 0.193 -3.767 1.872
C 1.109 -4.695 2.778
C 2.386 -5.314 2.012
F 2.039 -6.650 1.632
F 2.701 -4.653 0.817
C 3.677 -5.452 2.956
F 3.874 -4.309 3.776
F 3.328 -6.479 3.880
C 5.006 -5.937 2.221
F 5.556 -6.962 3.044
F 4.801 -6.553 0.981
C 6.165 -4.854 2.083
F 7.248 -5.530 1.454
F 6.667 -4.515 3.360
C 5.857 -3.600 1.165
F 5.346 -3.980 -0.100
F 4.928 -2.693 1.690
C 7.169 -2.714 0.799
F 8.023 -2.525 1.871
F 7.790 -3.155 -0.362
F 6.657 -1.432 0.485
C 1.599 -1.637 1.442
S 1.406 -1.448 -0.376
O 2.200 -0.215 -0.753
O 2.003 -2.571 -1.182
O -0.167 -1.159 -0.894
C -1.140 -1.879 -0.094
F -2.410 -1.337 -0.494
C -1.031 -1.563 1.482
P -1.331 0.301 1.668
N 0.130 1.216 2.034
O -2.296 0.491 3.103
H 2.724 0.784 6.587
H 3.510 -0.681 6.305
H 1.162 0.513 4.865
H 2.886 0.176 4.168
H 2.519 -2.203 3.918
H 1.577 -2.264 5.462
H -0.388 -0.938 4.036
H -0.285 -2.739 4.253
H 0.327 -4.005 0.773
H -0.896 -4.046 2.116
H 1.408 -4.278 3.787
H 0.470 -5.617 3.027
H 2.430 -2.372 1.734
H 1.964 -0.630 1.853
H -1.205 -2.984 -0.340
H -1.934 -2.096 1.957
H 0.750 1.060 1.213
H 0.580 0.735 2.827
H -3.057 -0.127 3.014
C -0.920 0.104 6.892
O 0.157 -0.747 7.266
H -0.862 0.296 5.821
H -1.873 -0.382 7.119
H -0.848 1.051 7.433
H 0.081 -0.900 8.215
C -3.812 0.059 -3.033
O -5.150 -0.158 -2.603
H -3.160 -0.651 -2.527
H -3.745 -0.095 -4.114
H -3.505 1.077 -2.779
H -5.705 0.481 -3.065
C 1.117 -0.231 -4.437
O 0.179 0.416 -3.595
H 1.440 0.464 -5.212
H 1.984 -0.544 -3.848
H 0.649 -1.102 -4.904
H -0.086 -0.226 -2.918
C 6.646 -10.302 4.224
O 5.316 -10.538 4.662
H 7.311 -11.004 4.726
H 6.711 -10.453 3.143
H 6.942 -9.280 4.477
H 4.749 -9.906 4.205
C -2.234 3.989 -2.413
O -3.575 3.775 -1.984
H -1.585 3.277 -1.905
H -2.165 3.836 -3.493
H -1.926 5.006 -2.160
H -4.128 4.417 -2.447
C -3.515 8.178 -1.324
O -3.433 7.143 -0.353
H -3.491 9.142 -0.813
H -2.668 8.109 -2.005
H -4.452 8.086 -1.881
H -3.457 6.303 -0.830
C -7.184 6.388 0.101
O -5.843 6.004 -0.163
H -7.854 5.730 -0.452
H -7.391 6.298 1.171
H -7.344 7.421 -0.222
H -5.269 6.601 0.337
C -4.642 2.694 -5.823
O -5.540 3.312 -4.913
H -5.094 2.684 -6.815
H -3.707 3.259 -5.856
H -4.448 1.667 -5.505
H -5.114 3.306 -4.045
C 0.963 -4.530 -5.030
O 0.067 -3.913 -4.117
H 0.504 -4.540 -6.019
H 1.897 -3.963 -5.071
H 1.164 -5.557 -4.715
H 0.496 -3.916 -3.252
C -1.714 7.401 -4.911
O -2.593 6.949 -3.887
H -0.685 7.240 -4.587
H -1.896 6.836 -5.828
H -1.875 8.465 -5.091
H -3.494 7.102 -4.199
C -3.843 10.415 -6.843
O -2.844 9.468 -7.200
H -4.530 9.950 -6.137
H -3.377 11.285 -6.374
H -4.396 10.723 -7.734
H -2.251 9.902 -7.824
*
```

Summary:
Largest force on an atom = 8.01 eV/Å
Electronic energy = -4403.8699 Ha
LUMO level = 0.0774 eV
HOMO energy = -0.3134 Eh
SMILES = NCCC[C@]1(CCC(F)(F)C(F)(F)C(F)(F)C(F)(F)C(F)(F)C(F)(F)F)CS(=O)(=O)O[C@H](F)[C@@H]1P(N)O.CO.CO.CO.CO.CO.CO.CO.CO.CO.CO.CO

(3)
Formula: C9H17NO3
Source: the OMol25 dataset
Level of theory: the ωB97M-V functional and the def2-TZVPD basis

```
! RIJCOSX wB97M-V def2-TZVPD def2/J DEFGRID3
* xyz 0 1
C 2.137 -0.542 0.070
C 1.520 1.867 0.412
C 0.180 2.026 1.314
C 1.360 0.642 -0.456
C -0.540 0.185 0.153
C -0.366 -2.222 1.024
C -2.918 -0.446 -0.850
C -0.388 -0.725 1.348
C -1.385 -0.237 -1.054
N 1.374 0.825 -1.928
O 2.403 -1.414 -0.919
O 2.314 -0.659 1.257
O -0.757 1.522 0.542
H 1.669 2.655 -0.382
H 2.361 1.631 1.136
H 0.423 1.411 2.163
H -0.169 3.147 1.634
H -1.185 -2.572 0.475
H -0.269 -2.866 1.854
H 0.387 -2.477 0.361
H -3.489 -0.421 -1.773
H -3.197 0.357 -0.253
H -3.200 -1.373 -0.376
H 0.551 -0.534 1.846
H -1.347 -0.465 2.025
H -1.336 0.684 -1.709
H -0.935 -1.176 -1.631
H 0.493 0.667 -2.279
H 2.268 -0.990 -1.804
H 2.042 1.500 -2.202
*
```

Summary:
Largest force on an atom = 5.21 eV/Å
Electronic energy = -633.5119 Ha
LUMO level = 0.7729 eV
HOMO energy = -0.3316 Eh
Relative energy (zero: lowest compared OMol25 entry of this formula, charge and spin) = 94.78 kcal/mol

(4)
Formula: C16H23NO3
Source: the OMol25 dataset
Level of theory: the ωB97M-V functional and the def2-TZVPD basis

```
! RIJCOSX wB97M-V def2-TZVPD def2/J DEFGRID3
* xyz 0 1
C 3.315 4.237 0.636
O 2.505 3.095 0.514
C 2.926 2.071 -0.291
C 4.145 2.063 -0.958
C 4.536 0.978 -1.724
C 3.711 -0.123 -1.838
C 2.485 -0.121 -1.199
C 2.073 0.961 -0.432
O 0.854 0.821 0.180
C 0.038 1.959 0.386
C -1.434 1.544 0.494
O -2.319 2.374 0.536
N -1.617 0.219 0.549
C -2.908 -0.422 0.592
C -3.227 -1.140 -0.729
C -2.060 -1.874 -1.396
C -1.236 -2.817 -0.506
C -1.976 -3.408 0.695
C -2.012 -2.471 1.903
C -3.036 -1.342 1.813
H 2.767 4.911 1.293
H 4.283 3.999 1.089
H 3.473 4.725 -0.331
H 4.811 2.906 -0.871
H 5.493 1.000 -2.224
H 4.010 -0.976 -2.428
H 1.818 -0.965 -1.281
H 0.126 2.669 -0.443
H 0.313 2.483 1.310
H -0.798 -0.365 0.483
H -3.633 0.393 0.718
H -4.046 -1.835 -0.546
H -3.588 -0.399 -1.446
H -1.386 -1.137 -1.838
H -2.485 -2.449 -2.222
H -0.877 -3.637 -1.133
H -0.346 -2.303 -0.134
H -1.452 -4.318 0.997
H -2.988 -3.697 0.412
H -2.254 -3.059 2.792
H -1.015 -2.053 2.060
H -4.041 -1.768 1.804
H -2.949 -0.728 2.712
*
```

Summary:
Largest force on an atom = 0.69 eV/Å
Electronic energy = -903.9533 Ha
LUMO level = 0.7852 eV
HOMO energy = -0.3108 Eh
Relative energy (zero: lowest compared OMol25 entry of this formula, charge and spin) = 42.69 kcal/mol
SMILES = COc1ccccc1OCC(=O)NC1CCCCCC1

(5)
Formula: C14H21Cl2NO4Sn
Source: the OMol25 dataset
Level of theory: the ωB97M-V functional and the def2-TZVPD basis

```
! RIJCOSX wB97M-V def2-TZVPD def2/J DEFGRID3
* xyz -2 1
C -0.753 0.703 -2.404
C -1.593 -0.432 -2.180
C -0.760 -1.561 -1.935
C -3.068 -0.431 -2.168
C 0.599 -1.140 -2.058
C 0.606 0.264 -2.325
C 1.802 1.099 -2.554
C -1.224 2.067 -2.713
C -1.217 -2.918 -1.601
C 1.768 -2.022 -1.936
Sn 0.368 1.023 1.189
Cl -1.896 0.424 0.872
Cl 0.276 3.266 0.560
O 1.920 0.200 0.280
H -3.460 0.549 -1.852
H -3.440 -1.220 -1.495
H -3.441 -0.645 -3.183
H -1.992 -2.867 -0.822
H -0.380 -3.506 -1.208
H -1.633 -3.421 -2.490
H 1.556 -2.800 -1.189
H 2.654 -1.449 -1.634
H 1.973 -2.516 -2.903
H 2.668 0.696 -2.010
H 1.660 2.132 -2.199
H 2.031 1.099 -3.637
H -2.043 2.379 -2.041
H -1.609 2.045 -3.748
H -0.405 2.799 -2.628
H 2.200 -0.523 0.874
O 2.870 3.989 -0.381
H 3.708 4.082 0.139
O 0.392 1.051 3.379
C 0.356 -0.240 3.469
C 0.229 -1.131 4.649
C -0.017 -2.494 3.998
C 0.015 -2.248 2.494
O -0.264 -3.005 1.583
N 0.386 -0.924 2.316
H 1.181 -1.142 5.201
H -0.586 -0.826 5.320
H 0.785 -3.196 4.265
H -0.985 -2.932 4.279
*
```

Summary:
Largest force on an atom = 2.92 eV/Å
Electronic energy = -2036.4507 Ha
LUMO level = 4.1290 eV
HOMO energy = 0.0244 Eh
Relative energy (zero: lowest compared OMol25 entry of this formula, charge and spin) = 0.80 kcal/mol

(6)
Formula: C63H140N8O9
Source: the OMol25 dataset
Level of theory: the ωB97M-V functional and the def2-TZVPD basis

```
! RIJCOSX wB97M-V def2-TZVPD def2/J DEFGRID3
* xyz 0 1
C -5.243 1.976 -8.907
C -5.136 2.858 -7.664
C -4.156 2.160 -6.734
C -4.549 4.239 -8.292
C -4.649 5.419 -7.429
C -6.064 5.713 -6.998
C -6.647 4.528 -6.272
C -6.170 4.446 -4.774
C -8.177 4.806 -6.185
N -6.464 3.243 -7.088
O -7.198 2.197 -6.623
H -5.617 0.985 -8.650
H -5.902 2.290 -9.717
H -4.353 1.861 -9.526
H -3.988 2.814 -5.878
H -4.566 1.208 -6.399
H -3.262 2.056 -7.350
H -3.534 4.048 -8.643
H -5.156 4.399 -9.183
H -3.944 5.311 -6.604
H -4.198 6.250 -7.970
H -6.522 5.866 -7.975
H -6.196 6.686 -6.524
H -6.712 3.607 -4.338
H -6.306 5.435 -4.336
H -5.109 4.267 -4.603
H -8.471 5.767 -5.764
H -8.654 4.023 -5.596
H -8.718 4.799 -7.132
H -8.049 2.262 -7.064
C -1.260 -4.980 -9.748
C -0.133 -4.614 -8.773
C -0.636 -3.344 -7.955
C -0.052 -5.795 -7.792
C 1.347 -5.957 -7.022
C 2.493 -5.791 -7.981
C 2.499 -4.436 -8.707
C 2.637 -3.247 -7.743
C 3.678 -4.288 -9.721
N 1.203 -4.301 -9.408
O 1.178 -3.355 -10.411
H -2.223 -5.259 -9.321
H -1.480 -4.126 -10.389
H -1.112 -5.871 -10.358
H -0.433 -2.422 -8.500
H -1.689 -3.485 -7.710
H -0.168 -3.336 -6.971
H -0.861 -5.785 -7.063
H -0.239 -6.812 -8.137
H 1.306 -5.297 -6.155
H 1.363 -6.947 -6.565
H 2.489 -6.624 -8.684
H 3.522 -5.799 -7.620
H 3.476 -3.254 -7.047
H 1.747 -3.061 -7.142
H 2.784 -2.278 -8.219
H 3.662 -5.061 -10.489
H 4.679 -4.398 -9.304
H 3.666 -3.311 -10.205
H 1.399 -2.559 -9.921
C 6.806 -2.476 3.624
C 8.300 -2.568 3.512
C 8.983 -3.276 4.767
C 8.583 -3.493 2.259
C 10.034 -3.440 1.824
C 10.431 -1.997 1.580
C 10.331 -1.054 2.865
C 11.467 -1.522 3.761
C 10.599 0.279 2.224
N 8.901 -1.186 3.316
O 8.498 -0.201 4.281
H 6.516 -1.737 4.371
H 6.311 -2.260 2.678
H 6.346 -3.442 3.831
H 9.171 -2.622 5.619
H 8.257 -3.985 5.165
H 9.930 -3.794 4.621
H 8.208 -4.497 2.462
H 7.924 -3.246 1.427
H 10.761 -3.896 2.496
H 10.278 -3.859 0.848
H 9.795 -1.631 0.774
H 11.440 -1.941 1.171
H 11.631 -0.864 4.614
H 12.463 -1.324 3.365
H 11.444 -2.553 4.115
H 11.652 0.535 2.104
H 10.153 1.021 2.886
H 10.077 0.410 1.275
H 7.867 0.305 3.763
C 2.428 3.719 9.785
C 3.000 5.000 9.134
C 2.310 6.317 9.680
C 4.554 5.012 9.550
C 5.452 4.123 8.752
C 5.326 4.487 7.243
C 3.831 4.318 6.806
C 3.798 4.952 5.435
C 3.457 2.874 6.807
N 2.918 5.120 7.673
O 1.611 5.027 7.192
H 2.276 3.855 10.856
H 1.481 3.571 9.268
H 3.006 2.797 9.727
H 2.483 6.278 10.756
H 2.671 7.245 9.237
H 1.276 6.132 9.389
H 5.023 5.996 9.526
H 4.487 4.552 10.535
H 6.485 4.418 8.941
H 5.418 3.043 8.894
H 5.979 3.902 6.595
H 5.778 5.475 7.153
H 2.862 4.833 4.889
H 4.619 4.645 4.788
H 3.803 6.039 5.518
H 3.845 2.290 7.642
H 3.842 2.356 5.929
H 2.389 2.657 6.789
H 1.302 5.936 7.174
C -0.342 -0.276 2.143
C -0.573 -1.441 1.070
C -0.005 -2.745 1.542
C -2.145 -1.686 1.011
C -2.919 -0.712 0.124
C -2.237 -0.613 -1.257
C -0.634 -0.389 -1.253
C -0.061 -0.884 -2.589
C -0.289 1.150 -1.160
N -0.020 -1.180 -0.230
O 1.383 -0.985 -0.208
H 0.696 -0.008 2.336
H -0.895 0.623 1.871
H -0.703 -0.660 3.097
H -0.221 -3.491 0.777
H 1.058 -2.517 1.623
H -0.418 -3.253 2.413
H -2.448 -2.706 0.778
H -2.636 -1.399 1.941
H -3.985 -0.936 0.131
H -2.829 0.296 0.531
H -2.658 0.197 -1.852
H -2.445 -1.490 -1.870
H 0.982 -0.697 -2.840
H -0.547 -0.318 -3.384
H -0.231 -1.942 -2.790
H -0.669 1.393 -0.168
H -0.688 1.826 -1.916
H 0.789 1.310 -1.175
H 1.438 -0.063 0.056
C -10.239 2.391 -0.702
C -9.884 2.368 0.813
C -8.489 3.028 0.973
C -10.970 3.260 1.616
C -10.990 3.094 3.180
C -10.935 1.581 3.597
C -9.874 0.713 2.868
C -8.497 1.042 3.419
C -10.203 -0.759 3.177
N -9.918 0.973 1.411
O -9.008 0.260 0.786
H -11.261 2.036 -0.840
H -10.329 3.429 -1.025
H -9.586 1.770 -1.316
H -8.453 3.768 0.173
H -8.396 3.631 1.876
H -7.578 2.463 0.779
H -10.963 4.334 1.434
H -11.951 2.879 1.329
H -10.168 3.642 3.640
H -11.912 3.477 3.617
H -11.954 1.194 3.599
H -10.651 1.574 4.649
H -7.694 0.888 2.697
H -8.236 0.507 4.331
H -8.460 2.123 3.553
H -10.219 -0.944 4.251
H -9.416 -1.342 2.699
H -11.106 -1.129 2.693
H -8.194 0.686 1.063
C 7.781 -1.300 -4.360
O 6.736 -0.292 -4.077
C 6.724 0.157 -2.646
C 5.993 1.525 -2.427
C 6.711 2.612 -3.304
N 6.145 1.772 -0.986
H 8.822 -1.009 -4.498
H 7.509 -1.921 -5.214
H 7.792 -2.108 -3.628
H 6.531 -0.623 -1.910
H 7.786 0.400 -2.623
H 4.940 1.504 -2.708
H 6.218 3.580 -3.211
H 6.825 2.305 -4.344
H 7.758 2.705 -3.015
H 7.100 1.751 -0.657
H 5.968 2.739 -0.756
C -6.503 -4.650 6.986
O -5.293 -5.045 7.571
C -4.563 -3.764 7.945
C -2.998 -3.841 7.739
C -2.436 -4.901 8.733
N -2.294 -2.678 8.106
H -6.328 -4.129 6.044
H -7.139 -4.029 7.617
H -7.108 -5.490 6.646
H -4.744 -2.875 7.340
H -4.791 -3.552 8.990
H -2.681 -4.122 6.735
H -1.410 -5.150 8.462
H -3.009 -5.828 8.706
H -2.471 -4.630 9.788
H -2.769 -1.819 7.870
H -1.359 -2.638 7.727
C 3.390 -5.233 -1.614
O 1.999 -5.052 -1.906
H 3.867 -4.293 -1.889
H 3.538 -5.523 -0.573
H 3.862 -6.079 -2.115
H 1.691 -4.189 -1.621
*
```

Summary:
Largest force on an atom = 4.57 eV/Å
Electronic energy = -3599.0026 Ha
LUMO level = 0.1125 eV
HOMO energy = -0.2834 Eh
Relative energy (zero: lowest compared OMol25 entry of this formula, charge and spin) = 204.11 kcal/mol
SMILES = CC1(C)CCCC(C)(C)N1O.CC1(C)CCCC(C)(C)N1O.CC1(C)CCCC(C)(C)N1O.CC1(C)CCCC(C)(C)N1O.CC1(C)CCCC(C)(C)N1O.CC1(C)CCCC(C)(C)N1O.COC[C@H](C)N.COC[C@H](C)N.CO

(7)
Formula: C3H4O2
Source: the OMol25 dataset
Level of theory: the ωB97M-V functional and the def2-TZVPD basis

```
! RIJCOSX wB97M-V def2-TZVPD def2/J DEFGRID3
* xyz 0 1
C 2.164 0.076 -0.421
C -0.231 -0.627 0.096
C -1.327 0.383 0.038
O 1.026 -0.181 0.095
O 3.164 0.387 0.098
H -0.372 -1.742 -0.059
H -2.083 0.043 0.793
H -1.636 0.480 -1.035
H -0.705 1.181 0.396
*
```

Summary:
Largest force on an atom = 2.98 eV/Å
Electronic energy = -267.0324 Ha
LUMO level (spin up / spin down) = 0.3657 / -0.2491 eV
HOMO energy (spin up / spin down) = -0.3107 / -0.2973 Eh
Relative energy (zero: lowest compared OMol25 entry of this formula, charge and spin) = 100.65 kcal/mol

Among the records above, which one has the highest electronic energy? C3H4O2